A molecular structure, C5H7Cl2F in a non-equilibrium geometry, computed with the ωB97M-V functional and the def2-TZVPD basis.

## Properties
Relative energy (zero: lowest compared OMol25 entry of this formula, charge and spin) in kJ/mol: 343.58
HOMO energy in eV: -9.710

CARTESIAN COORDINATES (ANGSTROEM)
1 C -0.41351 1.80774 -0.13963
2 C -0.15804 0.14432 -0.34443
3 C 1.23502 -0.32140 -0.27946
4 C 1.85063 -1.29755 0.53744
5 C -1.35452 -0.73373 0.22645
6 H -1.33563 2.20092 -0.63837
7 H -0.60676 2.43685 1.07112
8 H 0.21819 2.28981 -0.85434
9 H -0.44931 -0.02833 -1.42157
10 H 2.00709 0.51824 -0.76882
11 H 3.07600 -1.12583 0.44016
12 H 1.47276 -2.37666 0.99908
13 F -1.14745 -1.16639 1.60814
14 Cl -2.94752 -0.02047 0.16498
15 Cl -1.44696 -2.32752 -0.60074

natural (NBO) analysis output, partial charges in e: -0.614 -0.343 -0.217 -0.401 0.311 0.225 0.235 0.215 0.247 0.225 0.211 0.252 -0.373 0.045 -0.017


A single C4H8O2 molecule, computed with the ωB97M-V functional and the def2-TZVPD basis.

## Properties
SMILES string: CC(=O)CCO
Relative energy (zero: lowest compared OMol25 entry of this formula, charge and spin) in kJ/mol: 73.18
HOMO energy in eV: -9.934

CARTESIAN COORDINATES (ANGSTROEM)
1 C 2.10429 -0.08976 -0.20638
2 C 0.69170 0.43037 -0.10175
3 O 0.46638 1.60601 0.12606
4 C -0.43604 -0.56892 -0.28409
5 C -1.69897 -0.16842 0.48292
6 O -2.24856 1.03448 0.01051
7 H 2.30587 -0.75608 0.64113
8 H 2.23329 -0.68234 -1.11896
9 H 2.81138 0.74128 -0.19126
10 H -0.66920 -0.60536 -1.35772
11 H -0.09859 -1.57284 0.00290
12 H -1.46432 -0.11440 1.55924
13 H -2.46353 -0.94128 0.35463
14 H -1.53371 1.68728 0.08279

natural (NBO) analysis output, partial charges in e: -0.719 0.613 -0.571 -0.546 -0.052 -0.724 0.236 0.232 0.238 0.243 0.220 0.157 0.182 0.490


A molecular structure, C3H3O2Pt in a non-equilibrium geometry, computed with the ωB97M-V functional and the def2-TZVPD basis.

## Properties
Multiplicity: 4
Relative energy (zero: lowest compared OMol25 entry of this formula, charge and spin) in kJ/mol: 44.63
HOMO energy (alpha / beta) in eV: -7.944 / -9.798

CARTESIAN COORDINATES (ANGSTROEM)
1 C 0.64024 -1.78438 -0.70280
2 C -0.27918 -0.73455 -1.03422
3 H 1.32218 -1.73323 0.16903
4 H -0.28077 -2.35777 -0.35216
5 H 1.07328 -2.40300 -1.51290
6 O 0.43562 3.15396 1.64541
7 C -0.67602 3.09273 1.17068
8 Pt -0.94422 0.58298 0.06878
9 O -1.29113 2.18326 0.54818

natural (NBO) analysis output, partial charges in e: -0.798 -0.014 0.260 0.290 0.243 -0.557 0.706 0.643 -0.773


A single C7H9P molecule in a non-equilibrium geometry, computed with the ωB97M-V functional and the def2-TZVPD basis.

## Properties
Multiplicity: 3
Relative energy (zero: lowest compared OMol25 entry of this formula, charge and spin) in kJ/mol: 95.13
HOMO energy (alpha / beta) in eV: -4.171 / -8.989

CARTESIAN COORDINATES (ANGSTROEM)
1 C 0.42933 -0.61756 2.44278
2 C 0.04193 -0.76638 1.30004
3 C -0.98964 0.82753 -2.33800
4 C -0.22167 0.59585 -1.02727
5 C -1.25575 -0.11555 -3.23036
6 C 1.20126 0.02495 -1.06650
7 C 0.51186 -0.24725 3.83275
8 P -0.03820 -1.18778 -0.45074
9 H -1.34119 1.83580 -2.42617
10 H -0.47954 1.35921 -0.27610
11 H -1.88482 0.23439 -4.09433
12 H -0.97986 -1.15249 -2.93352
13 H 1.55148 -0.55707 -1.89161
14 H 1.85963 0.22320 -0.27874
15 H -0.20443 -0.77504 4.35498
16 H 1.50628 -0.59238 4.23681
17 H 0.29333 0.91056 3.84598

natural (NBO) analysis output, partial charges in e: 0.062 -0.451 -0.205 -0.414 -0.415 -0.699 -0.692 0.719 0.212 0.245 0.219 0.214 0.244 0.246 0.234 0.240 0.240


2 unconnected molecules or ions with the total composition C11H16N2O in a non-equilibrium geometry, computed with the ωB97M-V functional and the def2-TZVPD basis.

## Properties
Relative energy (zero: lowest compared OMol25 entry of this formula, charge and spin) in kJ/mol: 406.21
HOMO energy (alpha / beta) in eV: -7.261 / -7.259

CARTESIAN COORDINATES (ANGSTROEM)
1 C -0.35672 -1.78061 3.28382
2 C -1.40072 -1.55530 2.36665
3 C 0.83769 -1.16925 2.95713
4 C -1.27875 -0.84893 1.21645
5 C 0.91833 -0.26901 1.88192
6 C -0.05393 -0.21113 0.93258
7 C -1.49093 -0.53086 -1.94966
8 C -1.10262 0.48248 -1.16303
9 C -2.02778 1.73104 -1.03106
10 C 1.19188 1.69234 -2.09308
11 C 0.09632 0.54137 -0.28354
12 N 2.28317 1.10857 -0.03445
13 N 1.20110 1.08979 -0.77158
14 O 1.60321 -1.79637 -0.88804
15 H -0.46163 -2.64447 3.96353
16 H -2.44173 -1.96932 2.76269
17 H 1.80851 -1.35249 3.29343
18 H -2.11399 -0.90069 0.56568
19 H 1.78508 0.42958 1.70829
20 H -0.95911 -1.53176 -2.00917
21 H -2.22624 -0.36414 -2.64540
22 H -2.57451 1.93090 -1.87027
23 H -2.67325 1.52420 -0.09194
24 H -1.41283 2.53894 -0.72099
25 H 2.03796 2.35982 -2.23276
26 H 1.41066 0.86749 -2.74457
27 H 0.18399 2.16925 -2.44918
28 H 2.84553 1.92710 -0.23871
29 H 2.18159 -2.34412 -1.29529
30 H 2.18972 -1.12441 -0.41943

natural (NBO) analysis output, partial charges in e: -0.222 -0.196 -0.214 -0.211 -0.193 -0.098 -0.389 0.005 -0.640 -0.437 0.156 -0.707 -0.050 -0.956 0.219 0.205 0.212 0.226 0.276 0.222 0.188 0.213 0.224 0.209 0.220 0.229 0.231 0.326 0.459 0.490